# 1
Entry from the OMol25 dataset: a gas-phase ion, C3H3N2 (charge +1) (ωB97M-V with the def2-TZVPD basis set).

Atoms and positions in Å:
C 0.119 -1.292 1.334
C -0.674 1.169 -1.112
C 0.784 -0.455 0.437
N -0.176 -2.020 2.139
N -0.030 0.541 -0.229
H -0.945 0.375 -1.870
H -0.931 2.208 -0.933
H 1.852 -0.526 0.235

Calculated values
net charge: +1
structure (SMILES): C=[N+]=CC#N
E_HOMO: -17.05 eV
E_LUMO: -7.52 eV
orbital gap: 9.524 eV

***

# 2
Entry from the OMol25 dataset: a molecular structure, C3H3N2O (ωB97M-V with the def2-TZVPD basis set).

Atoms and positions in Å:
C -3.351 -0.666 -0.141
C -1.449 -0.199 0.032
C -0.090 -0.034 -0.051
N -2.226 -1.232 -0.195
N -3.686 0.578 0.067
O -2.430 0.969 0.261
H 0.551 -0.220 0.859
H 0.084 0.949 -0.332
H 0.338 -0.703 -0.706

Calculated values
net charge: +1
E_HOMO (spin up / spin down): -16.89 / -16.89 eV
E_LUMO (spin up / spin down): -9.34 / -9.34 eV
orbital gap (spin up / spin down): 7.551 / 7.552 eV

***

# 3
Entry from the OMol25 dataset: a gas-phase ion, C3H3N2O (charge +1) (ωB97M-V with the def2-TZVPD basis set).

Atoms and positions in Å:
C 0.178 0.595 -0.633
C 0.496 -1.566 0.606
C -0.425 -0.494 0.260
N 1.174 -2.439 0.879
N 0.038 1.777 -0.389
O -0.138 2.867 -0.115
H 0.750 0.269 -1.501
H -0.818 -0.061 1.187
H -1.256 -0.949 -0.296

Calculated values
net charge: +1
structure (SMILES): N#CCC=[N+]=O
E_HOMO: -16.75 eV
E_LUMO: -8.51 eV
orbital gap: 8.243 eV

***

# 4
Entry from the OMol25 dataset: a gas-phase ion, C3H3N2O (charge +1) (ωB97M-V with the def2-TZVPD basis set).

Atoms and positions in Å:
C 0.762 -2.162 1.426
C -0.758 0.119 0.677
C 0.071 1.460 -1.044
N 0.037 -0.981 1.205
N -0.592 0.510 -0.604
O 1.293 -3.115 1.711
H -0.204 2.138 -1.859
H 0.816 1.850 -0.324
H -1.424 0.181 -1.189

Calculated values
net charge: +1
E_HOMO (spin up / spin down): -14.48 / -14.48 eV
E_LUMO (spin up / spin down): -6.24 / -6.24 eV
orbital gap (spin up / spin down): 8.239 / 8.239 eV

***

# 5
Entry from the OMol25 dataset: a gas-phase ion, C3H3N2O3S (charge -1) (ωB97M-V with the def2-TZVPD basis set).

Atoms and positions in Å:
C -1.362 0.306 0.337
C 0.316 0.383 1.910
C 0.639 -0.802 -1.446
N -0.876 -0.121 1.397
N -0.420 1.351 -0.350
O -2.305 0.044 -0.348
O 0.735 -0.154 2.937
O 0.959 1.291 1.324
S 0.344 0.999 -1.624
H 0.520 -0.980 -0.301
H 1.562 -0.888 -1.980
H -0.112 -1.429 -1.857

Calculated values
net charge: -1
E_HOMO (spin up / spin down): -4.45 / -4.52 eV
E_LUMO (spin up / spin down): 2.47 / 2.49 eV
orbital gap (spin up / spin down): 6.921 / 7.008 eV

***

# 6
Entry from the OMol25 dataset: a gas-phase ion, C3H3N2O4S (charge -1) (ωB97M-V with the def2-TZVPD basis set).

Atoms and positions in Å:
C -2.281 0.226 -0.182
C -0.116 1.144 -0.050
C 1.892 0.005 0.105
N -1.444 1.246 -0.163
N 0.476 -0.084 0.246
O -3.477 0.384 -0.340
O 0.602 2.132 -0.126
O -1.844 -1.060 0.159
O 0.021 -2.714 0.433
S -0.278 -1.524 -0.349
H 2.003 0.936 -0.663
H 2.266 0.335 1.099
H 2.180 -1.027 -0.170

Calculated values
net charge: -1
E_HOMO: -5.02 eV
E_LUMO: 3.34 eV
orbital gap: 8.358 eV

***

# 7
Entry from the OMol25 dataset: a single C3H3N2OP molecule (ωB97M-V with the def2-TZVPD basis set).

Atoms and positions in Å:
C 1.540 -0.934 0.133
C 1.407 1.741 0.206
C -1.559 -0.505 -0.084
N 1.990 -1.824 -0.415
N 1.859 2.611 -0.413
O -0.653 0.534 -0.024
P 0.617 0.352 1.024
H -0.950 -1.367 0.047
H -1.975 -0.323 -1.182
H -2.276 -0.286 0.710

Calculated values
structure (SMILES): COP(C#N)C#N
E_HOMO: -10.84 eV
E_LUMO: -0.54 eV
orbital gap: 10.294 eV

***

# 8
Entry from the OMol25 dataset: 2 unconnected molecules or ions with the total composition C3H3N2OS2 (ωB97M-V with the def2-TZVPD basis set).

Atoms and positions in Å:
C 0.526 0.801 -0.253
C -1.742 2.797 -1.073
C 0.688 -2.236 0.825
N -0.335 1.396 -0.781
N 1.508 0.309 0.355
O -1.163 3.758 -0.718
S -3.019 2.057 -1.651
S 2.151 -1.246 0.302
H 0.070 -2.614 0.118
H 0.299 -1.776 1.765
H 1.018 -3.246 1.111

Calculated values
net charge: -1
E_HOMO: -3.68 eV
E_LUMO: 3.38 eV
orbital gap: 7.061 eV

***

# 9
Entry from the OMol25 dataset: a gas-phase ion, C3H3N2OS2 (charge -1) (ωB97M-V with the def2-TZVPD basis set).

Atoms and positions in Å:
C -0.450 0.576 0.905
C 1.755 1.233 0.567
C -0.863 -1.123 -0.811
N 0.647 1.183 1.329
N -0.384 0.204 -0.641
O 2.890 1.508 0.726
S -1.763 0.232 1.783
S 1.161 0.745 -1.184
H -1.517 -1.454 -0.051
H -1.362 -1.274 -1.749
H -0.114 -1.829 -0.875

Calculated values
net charge: -1
structure (SMILES): Cn1sc([O-])nc1=S
E_HOMO: -4.08 eV
E_LUMO: 3.48 eV
orbital gap: 7.569 eV

***

# 10
Entry from the OMol25 dataset: a single C3H3N3 molecule (ωB97M-V with the def2-TZVPD basis set).

Atoms and positions in Å:
C 2.232 -1.154 -0.040
C 2.152 1.149 0.059
C 0.107 0.039 -0.021
N 2.752 -2.162 -0.164
N 2.721 2.119 0.211
N 1.544 0.008 -0.066
H -0.312 -0.816 -0.602
H -0.385 0.016 1.035
H -0.476 0.928 -0.467

Calculated values
structure (SMILES): CN(C#N)C#N
E_HOMO: -10.53 eV
E_LUMO: 0.42 eV
orbital gap: 10.958 eV

***

# 11
Entry from the OMol25 dataset: 2 unconnected molecules or ions with the total composition C3H3N3O (ωB97M-V with the def2-TZVPD basis set).

Atoms and positions in Å:
N -2.343 1.372 0.233
C -1.316 0.765 -0.014
N 1.251 -1.829 -1.570
N 1.829 -1.820 -0.632
O 0.770 -0.088 1.776
C 0.947 0.208 0.617
C -0.156 0.258 -0.373
H -3.123 0.822 0.583
H 1.955 0.506 0.252
H -0.045 -0.186 -1.358

Calculated values
structure (SMILES): N=C=CC=O.N#N
E_HOMO: -9.58 eV
E_LUMO: 0.35 eV
orbital gap: 9.933 eV

***

# 12
Entry from the OMol25 dataset: a single C3H3N3O molecule (ωB97M-V with the def2-TZVPD basis set).

Atoms and positions in Å:
C -2.162 0.086 0.030
C 0.883 -0.883 0.101
C 1.063 0.621 -0.028
N -3.118 0.195 0.632
N -0.282 -1.184 -0.244
N -0.934 -0.117 -0.710
O -0.105 1.111 -0.611
H 1.421 -1.679 0.638
H 1.362 0.902 1.013
H 1.874 0.948 -0.820

Calculated values
structure (SMILES): N#CN1N=CCO1
E_HOMO: -9.83 eV
E_LUMO: 0.65 eV
orbital gap: 10.483 eV

***

Table of strongest force on any atom (eV Å⁻¹), in record order: 8.120 5.927 2.307 9.464 3.113 3.100 3.158 4.261 4.139 4.431 2.093 4.234
Table of calculated total energy (eV), in record order: -6128.2839 -8172.3588 -8174.7385 -8173.9037 -23116.3848 -25166.0720 -17474.0966 -29857.7020 -29859.0213 -7627.6178 -9676.1177 -9672.7903
Table of energy above the lowest of the compared OMol25 structures with the same formula, charge and spin (eV), in record order: 1.2944 6.5509 4.1712 5.0060 2.5089 0.4123 1.2703 1.5808 0.2615 1.9317 1.3365 4.6639